The following is a DFT calculation (wB97M-V/def2-TZVPD) of a molecular structure, C31H33AsNO4PdSb.

- charge = +2
- ⟨S²⟩ = 6.022
- HOMO (spin up / spin down) (eV) = -14.30 / -14.61
- 2S+1 = 5
- frontier orbital gap (spin up / spin down) (Ha) = 0.2994 / 0.2052

Geometry as XYZ:
```
72
Properties=species:S:1:pos:R:3:forces:R:3:lowdin_spin:R:1
Pd 1.44022 -0.24197 0.48908 0.14 -1.27 1.03 1.1575
O -2.91695 -6.76840 1.32396 -0.42 0.54 0.49 0.0110
C -3.47473 -5.99917 1.99723 0.04 0.01 -0.04 0.0199
O -4.01222 -5.20454 2.66324 0.36 -0.55 -0.45 0.0141
C -1.10191 -4.07654 1.97906 0.11 0.05 -0.01 0.6871
C -1.06896 -3.09230 2.93164 -0.13 -0.19 0.02 0.0958
C -0.32968 -1.97198 2.59209 0.00 0.13 -0.25 0.0399
N 0.32080 -1.88589 1.42685 0.06 0.13 0.00 0.1004
C 0.29986 -2.90502 0.55421 0.11 0.03 0.19 0.0373
C -0.44025 -4.05453 0.78132 -0.14 -0.08 0.03 0.0963
C 1.22308 -2.80059 -0.64385 0.21 0.34 0.00 0.0192
O 1.04400 -3.48673 -1.61380 0.15 -0.06 -0.01 0.0383
O 2.21785 -1.94234 -0.47354 -0.46 -0.02 -0.17 0.2574
H -1.58703 -3.16049 3.88100 0.03 0.01 -0.07 0.0128
H -0.27312 -1.11850 3.25212 0.04 0.06 0.03 0.0061
H -0.44696 -4.85154 0.04665 0.00 0.03 0.05 0.0124
C 0.10187 3.38354 -3.61614 -0.19 -0.02 0.06 0.0055
C -1.27895 3.52465 -3.02134 -0.05 0.00 0.03 0.0323
C -2.25468 4.26825 -3.67383 -0.04 0.03 -0.01 0.0010
C -3.51651 4.45779 -3.11561 0.05 -0.01 0.01 0.0500
C -3.84807 3.90223 -1.88263 -0.03 0.05 -0.05 0.0038
C -2.91095 3.14482 -1.20711 0.09 0.00 -0.16 0.0361
C -1.66248 2.92712 -1.80582 0.28 0.10 0.18 0.0789
Sb -0.35354 1.62369 -0.82796 -0.66 0.29 -0.53 0.4370
C -1.62336 0.71157 0.61730 0.23 0.05 -0.05 0.0770
C -2.59307 -0.18067 0.16696 0.05 -0.10 0.10 0.0204
C -3.51338 -0.69521 1.06977 0.00 -0.02 0.00 0.0062
C -3.46253 -0.30059 2.40001 0.03 0.04 0.01 0.0021
C -2.48614 0.58996 2.83430 -0.13 -0.02 0.07 0.0011
C -1.53797 1.10408 1.95613 0.03 0.11 0.05 0.0059
C -0.46859 2.04899 2.45834 -0.23 -0.02 -0.04 0.0343
C 0.25975 0.25977 -2.33614 -0.05 0.00 0.23 0.0908
C -0.74300 -0.36464 -3.08071 0.14 0.02 0.07 0.0197
C -0.37975 -1.25264 -4.08047 -0.04 -0.02 -0.05 0.0131
C 0.96423 -1.49929 -4.32374 0.02 -0.02 -0.03 0.0022
C 1.94927 -0.85377 -3.58796 0.06 -0.14 -0.18 0.0050
C 1.61791 0.04259 -2.58611 -0.01 0.07 0.09 0.0089
C 2.70612 0.74933 -1.82082 -0.28 0.04 -0.16 0.0781
H 0.26900 4.13611 -4.38407 -0.03 0.01 0.02 0.0004
H 0.23593 2.40420 -4.08020 0.00 0.00 0.00 0.0016
H 0.87874 3.51927 -2.85942 0.01 -0.01 0.01 0.0024
H -2.01377 4.72357 -4.62843 -0.04 0.00 0.08 -0.0005
H -4.24209 5.06882 -3.63914 0.03 -0.05 0.01 0.0025
H -4.82655 4.06449 -1.44851 0.04 0.01 -0.04 -0.0001
H -3.15791 2.70830 -0.24648 0.03 0.01 -0.03 0.0016
H -2.64633 -0.47895 -0.87281 0.01 0.00 0.02 0.0020
H -4.26973 -1.39086 0.72831 0.01 0.04 0.03 0.0009
H -4.18965 -0.68617 3.10507 0.04 0.02 -0.03 0.0003
H -2.46462 0.89701 3.87555 0.00 -0.04 -0.07 0.0000
H -0.55683 2.21718 3.53121 -0.03 -0.01 -0.03 0.0021
H -0.52614 3.02664 1.97308 -0.01 0.01 0.00 0.0055
H 0.53254 1.64825 2.27660 0.15 -0.06 -0.04 0.0176
H -1.79078 -0.15635 -2.90221 0.00 0.02 -0.02 0.0015
H -1.14787 -1.74931 -4.66145 0.08 0.02 0.03 0.0015
H 1.25035 -2.20555 -5.09291 -0.01 0.03 0.03 0.0001
H 2.99409 -1.06094 -3.78866 -0.06 0.00 -0.01 0.0001
H 3.69105 0.35910 -2.05460 0.06 -0.05 -0.03 0.0034
H 2.60077 0.61580 -0.71649 0.43 0.31 -0.15 0.0279
H 2.69591 1.82722 -1.98097 0.04 0.08 -0.06 0.0050
C 4.46801 -1.69712 1.95534 -0.09 -0.05 -0.07 0.0222
As 3.24273 -0.23977 2.22916 0.09 0.07 -0.11 0.1843
C 4.38967 1.31422 2.20813 -0.05 -0.01 -0.04 0.0454
C 2.74770 -0.41895 4.08525 -0.13 -0.02 -0.06 0.0363
H 5.24873 -1.61320 2.70815 0.07 -0.02 0.04 0.0052
H 4.89965 -1.63662 0.96051 -0.01 0.01 -0.05 -0.0001
H 3.95028 -2.64715 2.05844 -0.04 -0.01 0.00 -0.0002
H 5.00571 1.27955 3.10321 0.09 0.03 0.05 0.0081
H 3.81650 2.23596 2.19862 -0.06 0.05 0.02 0.0006
H 5.02587 1.27112 1.32848 0.04 0.02 -0.06 -0.0002
H 3.66563 -0.32220 4.66053 0.04 -0.01 0.09 0.0070
H 2.31464 -1.40071 4.25953 -0.03 -0.03 0.00 -0.0001
H 2.04856 0.35601 4.38754 -0.03 0.04 0.00 0.0003
```
Positions in Å, forces in eV/Å.